No. 1
This record from the Open Molecules 2025 dataset describes the molecule C2H8N2O2 in a non-equilibrium geometry. The level of theory is ωB97M-V/def2-TZVPD.

Geometry (Å):
C  0.3957  -0.7933  0.7775
C  -0.4392  -0.2290  1.9304
N  -0.1226  -0.2748  -0.4747
N  0.0425  1.5130  -1.9012
O  0.7579  0.7418  -0.9433
O  -0.1337  -1.3197  -1.4376
H  -0.7686  -1.0351  -2.1084
H  -0.2297  2.3847  -1.4482
H  0.7119  1.7147  -2.6401
H  0.2922  -1.8774  0.7303
H  1.4530  -0.5468  0.8908
H  -0.4717  -0.9322  2.7612
H  -1.4535  -0.0596  1.5794
H  -0.0341  0.7138  2.2839

## Properties
LUMO energy: 1.12 eV
Energy: -340.830552 hartree
Multiplicity: 1
SMILES string: CCN(O)ON
Energy above the lowest of the compared OMol25 structures with the same formula, charge and spin: 125.4 kcal per mole
Kohn-Sham gap: 10.083 eV

Here are the Mulliken charges for atoms 1 to 8, given in e: -0.364 -1.114 0.145 -0.484 -0.171 -0.488 0.350 0.239



No. 2
This record from the Open Molecules 2025 dataset describes a structure of composition C19H35O8P2SSbSe4Tc in a non-equilibrium geometry. The level of theory is ωB97M-V/def2-TZVPD.

Geometry (Å):
Tc  -0.7777  -0.5662  0.5243
Se  -5.4168  2.4989  1.7454
Sb  -3.5504  1.3339  2.6288
Se  -0.2354  -0.5024  3.0639
Se  -3.0602  -0.8312  1.3770
Se  -2.9908  1.7353  4.8962
C  2.8073  -2.4364  2.1427
C  2.5018  -2.8125  0.6880
O  3.5424  -3.6640  0.1648
P  2.5322  -1.3448  -0.3602
O  3.9886  -0.6999  -0.2449
O  2.4926  -1.9049  -1.8358
O  1.4890  -0.3448  0.0019
P  0.8718  -3.6980  0.5866
O  0.8209  -3.9567  -1.0300
O  1.0897  -5.0133  1.2470
O  -0.2008  -2.7152  0.9325
H  3.8131  -2.0181  2.2014
H  2.7536  -3.3319  2.7624
H  2.0970  -1.7091  2.5306
H  3.3385  -4.5529  0.4913
H  4.6709  -1.3360  -0.4843
H  1.8942  -2.6759  -1.8953
H  0.7740  -4.9028  -1.1977
C  0.5456  3.0509  4.5421
C  1.3399  1.8439  4.0130
C  1.7563  2.0859  2.5778
C  2.5753  1.6073  4.8998
C  0.4764  0.6320  4.1693
H  -0.3222  3.2468  3.9086
H  1.1968  3.9321  4.5542
H  0.1791  2.8756  5.5558
H  2.3340  3.0138  2.5271
H  0.8809  2.1812  1.9441
H  2.3581  1.2587  2.1897
H  3.2354  2.4773  4.8406
H  3.1362  0.7281  4.5726
H  2.2988  1.4625  5.9486
H  0.2302  0.3969  5.2010
C  -0.1200  2.5869  -0.4841
S  -1.3350  1.5487  0.2759
C  -2.7049  1.9886  -0.7528
O  -1.7018  2.3043  1.6016
H  -0.4165  3.6216  -0.2949
H  -0.1034  2.3634  -1.5495
H  0.8454  2.3526  -0.0469
H  -2.3997  1.9268  -1.8004
H  -2.9750  3.0033  -0.4614
H  -3.5219  1.3126  -0.5315
C  -2.0953  -2.4430  -3.1110
C  -2.0012  -1.0207  -2.5105
C  -3.4531  -0.5298  -2.2754
C  -1.1648  -1.1631  -1.2243
C  -1.2806  -0.1450  -3.5311
C  -1.9481  0.2285  -4.7016
C  -1.3295  1.0060  -5.6674
C  -0.0134  1.4288  -5.4889
C  0.6629  1.0559  -4.3368
C  0.0352  0.2743  -3.3621
H  -2.5351  -3.1273  -2.3809
H  -1.1044  -2.8213  -3.3738
H  -2.7215  -2.4401  -4.0076
H  -3.7509  -0.6860  -1.2403
H  -4.1480  -1.0877  -2.9097
H  -3.5931  0.5215  -2.5132
H  -0.4710  -1.9999  -1.4078
H  -2.9767  -0.0846  -4.8475
H  -1.8756  1.2891  -6.5591
H  0.4742  2.0364  -6.2423
H  1.6894  1.3729  -4.1871
H  0.5674  -0.0176  -2.4584

## Properties
LUMO energy: 2.13 eV
Energy: -12354.861248 hartree
Multiplicity: 1
Energy above the lowest of the compared OMol25 structures with the same formula, charge and spin: 29.4 kcal per mole
Total charge: -1
Kohn-Sham gap: 6.522 eV

Here are the Mulliken charges for atoms 1 to 8, given in e: -1.274 -0.646 0.980 0.015 -0.353 -0.584 -1.619 1.099



No. 3
This record from the Open Molecules 2025 dataset describes the molecule C18H18FN5O3 in a non-equilibrium geometry. The level of theory is ωB97M-V/def2-TZVPD.

Geometry (Å):
O  3.2534  -2.1844  -3.5766
O  -0.8299  -1.6358  1.0469
F  -2.9591  2.3700  2.4545
N  1.5997  0.8698  -3.1026
O  -4.7402  0.8938  0.6254
C  2.8080  -1.2240  -2.9956
C  -2.0054  -1.3126  1.0315
C  1.7740  1.1083  -1.8011
C  -3.9126  -0.1446  0.8570
C  2.4933  0.0861  -0.9774
C  -4.2615  -1.4513  1.0659
C  3.0121  -1.0325  -1.5733
C  -1.1292  3.4369  1.4067
C  -0.0808  3.4236  0.5066
C  -0.6778  1.1534  -0.1368
C  -1.9610  2.3360  1.5375
C  -1.7443  1.1520  0.7725
C  0.1521  2.2944  -0.2514
N  2.0777  -0.3004  -3.6513
N  -3.0590  -2.1795  1.1560
N  -2.5145  -0.0314  0.9155
N  2.6445  0.2597  0.4100
C  -5.6138  -2.0464  1.1490
C  1.2403  2.4354  -1.2705
C  3.6904  -2.1386  -0.8091
C  3.0862  -0.8473  1.2959
C  4.1652  -1.6376  0.5729
H  -4.2168  1.7144  0.5668
H  -1.3386  4.2695  2.0606
H  0.6190  4.2687  0.3797
H  -0.5470  0.2770  -0.7808
H  2.0154  -0.5060  -4.6382
H  -2.9962  -3.2004  1.0860
H  2.0823  1.0047  0.8106
H  -5.7388  -2.4338  2.1192
H  -5.6873  -2.8436  0.4014
H  -6.4339  -1.3351  0.9278
H  2.0925  3.0177  -0.9133
H  0.8602  3.0004  -2.1171
H  2.9992  -2.9803  -0.6526
H  4.5601  -2.5054  -1.3365
H  2.2627  -1.5401  1.5551
H  3.5120  -0.4520  2.2353
H  4.4635  -2.4671  1.2004
H  4.9839  -0.9415  0.4374

## Properties
LUMO energy: 0.51 eV
Energy: -1296.103862 hartree
Multiplicity: 1
SMILES string: Cc1[nH]c(=O)n(-c2cc(Cc3n[nH]c(=O)c4c3NCCC4)ccc2F)c1O
Energy above the lowest of the compared OMol25 structures with the same formula, charge and spin: 0.0 kcal per mole
Kohn-Sham gap: 8.035 eV

Here are the Mulliken charges for atoms 1 to 8, given in e: -0.719 -0.674 -0.321 -0.729 -0.588 0.052 0.100 0.012



No. 4
This record from the Open Molecules 2025 dataset describes a cluster of 2 separate species, C9H14O in total in a non-equilibrium geometry. The level of theory is ωB97M-V/def2-TZVPD.

Geometry (Å):
C  0.8941  -0.3849  1.9087
C  2.2456  -0.7525  1.2020
H  1.2265  0.2210  2.8302
H  0.2298  0.3869  1.5434
H  0.3135  -1.3039  2.0969
H  2.0771  -1.0300  0.1558
H  2.7955  -1.6034  1.8616
H  2.7386  0.2370  1.3086
C  -2.6478  -1.1351  -0.0266
C  -1.6280  1.1424  -0.4248
C  -1.6483  -0.2555  -0.6319
C  -0.5074  1.9148  -0.6977
C  -0.5529  -0.7323  -1.3884
C  0.6569  1.3389  -1.1332
C  0.6002  0.0150  -1.5503
O  1.7170  2.1618  -1.4216
H  -2.5546  1.6195  0.1221
H  -0.6484  2.9899  -0.4730
H  -2.2686  -2.2517  0.0277
H  -3.4683  -1.1962  -0.7548
H  -0.6185  -1.6706  -1.8418
H  1.4301  -0.5702  -2.1649
H  2.4911  1.6923  -1.5610
H  -2.8733  -0.8333  1.0128

## Properties
LUMO energy (alpha / beta): -3.93 / -7.80 eV
Energy: -426.207589 hartree
Expectation value of S²: 0.766
Multiplicity: 2
Energy above the lowest of the compared OMol25 structures with the same formula, charge and spin: 43.1 kcal per mole
Total charge: +1
Kohn-Sham gap (alpha / beta): 10.363 / 6.636 eV

Here are the Mulliken charges for atoms 1 to 8, given in e: -0.846 -0.588 0.334 0.255 0.259 0.174 0.306 0.196



No. 5
This record from the Open Molecules 2025 dataset describes a structure of composition C26H28BrFMnN4O5 in a non-equilibrium geometry. The level of theory is ωB97M-V/def2-TZVPD.

Geometry (Å):
Mn  -0.9435  0.4306  -1.9186
C  4.7749  -0.2304  2.8895
C  4.5372  -1.4099  1.9269
C  5.6602  -1.4125  0.8882
C  4.5858  -2.7324  2.7039
C  3.1677  -1.2087  1.2910
C  3.0116  -0.9162  -0.0589
C  1.7456  -0.6273  -0.4978
Br  1.4386  -0.1210  -2.3519
C  0.5850  -0.5943  0.2846
O  -0.5465  -0.1694  -0.2849
C  0.7237  -0.9918  1.6325
C  2.0152  -1.2486  2.0755
C  -0.4255  -1.1155  2.6409
C  -0.2977  0.0342  3.6549
C  -0.3081  -2.4659  3.3664
C  -1.8288  -1.0671  2.0259
H  5.7762  -0.3020  3.3181
H  4.0554  -0.2228  3.7089
H  4.6971  0.7184  2.3558
H  6.6118  -1.6044  1.3829
H  5.7383  -0.4446  0.3889
H  5.5111  -2.1903  0.1363
H  5.5624  -2.8418  3.1773
H  4.4319  -3.5787  2.0324
H  3.8328  -2.7775  3.4907
H  3.8388  -0.9231  -0.7540
H  2.1399  -1.4984  3.1202
H  0.6504  -0.0147  4.1922
H  -1.1087  -0.0228  4.3836
H  -0.3480  0.9971  3.1458
H  0.6305  -2.5750  3.9084
H  -0.3886  -3.2909  2.6556
H  -1.1197  -2.5550  4.0893
H  -2.0590  -0.0783  1.6368
H  -2.5594  -1.2988  2.8023
H  -1.9361  -1.8065  1.2288
N  -7.3970  -2.6358  -3.6318
C  -6.3717  -2.2125  -3.3367
C  -5.0976  -1.6905  -2.9439
C  -3.9875  -1.8292  -3.7738
C  -2.7859  -1.3037  -3.3537
N  -2.6483  -0.6758  -2.1764
C  -3.7125  -0.5549  -1.3715
C  -4.9523  -1.0464  -1.7160
H  -4.0618  -2.3190  -4.7333
H  -1.9056  -1.3877  -3.9775
H  -3.5490  -0.0648  -0.4190
H  -5.7949  -0.9401  -1.0486
F  -2.3908  3.0179  0.6660
C  -1.5932  3.3583  -0.3535
C  -2.1164  3.6191  -1.5655
N  -1.3509  4.0148  -2.6295
C  -1.8498  3.7213  -3.9781
C  -2.0737  2.2029  -4.1538
O  -2.8714  1.7468  -4.9257
O  -1.2873  1.4838  -3.3767
C  0.0315  4.1867  -2.4913
O  0.7579  4.4402  -3.4149
N  0.5020  4.0352  -1.1945
C  -0.1707  3.5705  -0.0690
O  0.3796  3.3738  0.9835
H  -3.1825  3.5310  -1.7389
H  -1.0896  4.0491  -4.6829
H  -2.7750  4.2544  -4.1814
H  1.4919  4.2110  -1.0799

## Properties
LUMO energy (alpha / beta): -5.97 / -4.63 eV
Energy: -5427.505787 hartree
Expectation value of S²: 6.074
Multiplicity: 5
Energy above the lowest of the compared OMol25 structures with the same formula, charge and spin: 8.1 kcal per mole
Total charge: +1
Kohn-Sham gap (alpha / beta): 5.600 / 7.085 eV

Here are the Mulliken charges for atoms 1 to 8, given in e: 0.804 -1.559 1.859 -2.136 -1.602 -0.267 0.072 0.521



No. 6
This record from the Open Molecules 2025 dataset describes the molecule C19H38O2. The level of theory is ωB97M-V/def2-TZVPD.

Geometry (Å):
C  -9.5842  -0.2225  -0.6542
C  -9.0436  -0.6986  0.6892
C  -7.6564  -1.3341  0.5897
C  -6.5589  -0.3394  0.2183
C  -5.1765  -0.9876  0.2316
C  -4.0754  0.0019  -0.1418
C  -2.6920  -0.6436  -0.1274
C  -1.5922  0.3497  -0.4948
C  -0.2104  -0.3002  -0.4786
C  0.9127  0.6433  -0.9132
C  1.2225  1.7216  0.1230
C  2.2728  2.7301  -0.3465
C  3.6488  2.1404  -0.6604
C  4.3110  1.4674  0.5396
C  5.7411  1.0347  0.2256
C  6.3997  0.3407  1.4154
C  7.8397  -0.0806  1.1059
C  7.8867  -1.0941  -0.0132
O  8.4309  -0.9383  -1.0741
O  7.2381  -2.2178  0.3225
C  7.2040  -3.2394  -0.6628
H  8.2153  -3.5860  -0.8851
H  6.6070  -4.0463  -0.2456
H  6.7532  -2.8641  -1.5839
H  8.4349  0.7825  0.8063
H  8.2851  -0.5344  1.9929
H  5.8226  -0.5440  1.6906
H  6.4077  1.0184  2.2719
H  5.7339  0.3574  -0.6316
H  6.3327  1.9090  -0.0555
H  3.7339  0.5901  0.8366
H  4.3208  2.1620  1.3833
H  4.2941  2.9521  -1.0065
H  3.5669  1.4232  -1.4787
H  1.8996  3.2299  -1.2440
H  2.3890  3.4920  0.4287
H  1.5526  1.2480  1.0493
H  0.3092  2.2756  0.3482
H  0.6385  1.1181  -1.8584
H  1.8109  0.0486  -1.0888
H  0.0019  -0.6743  0.5259
H  -0.2254  -1.1606  -1.1527
H  -1.7883  0.7518  -1.4917
H  -1.6197  1.1827  0.2097
H  -2.6764  -1.4786  -0.8321
H  -2.4936  -1.0494  0.8676
H  -4.2746  0.4048  -1.1378
H  -4.0901  0.8389  0.5606
H  -5.1635  -1.8241  -0.4714
H  -4.9754  -1.3916  1.2269
H  -6.5732  0.4931  0.9262
H  -6.7490  0.0666  -0.7766
H  -7.4082  -1.7836  1.5548
H  -7.6812  -2.1377  -0.1503
H  -9.7349  -1.4360  1.1048
H  -9.0043  0.1440  1.3834
H  -9.5943  -1.0409  -1.3711
H  -8.9749  0.5818  -1.0577
H  -10.6010  0.1473  -0.5423

## Properties
LUMO energy: 0.84 eV
Energy: -897.260797 hartree
Multiplicity: 1
SMILES string: CCCCCCCCCCCCCCCCCC(=O)OC
Energy above the lowest of the compared OMol25 structures with the same formula, charge and spin: 13.1 kcal per mole
Kohn-Sham gap: 11.099 eV

Here are the Mulliken charges for atoms 1 to 8, given in e: -1.155 -0.467 -0.560 -0.489 -0.749 -0.733 -0.765 -0.442